# 1
Entry from OMol25: C29H27O3P2ReS2 as an isolated structure (ωB97M-V/def2-TZVPD).

As for the spin multiplicity: 4. Its charge is +1. The total energy is -79028.273 eV. The calculation puts the energy above the lowest of the compared OMol25 structures with the same formula, charge and spin at 0.0 kJ/mol.

Each line ends with the Mulliken spin population.
Element x y z (Å)
Re1 0.02 -0.07 0.08  2.7903
S1 0.34 -0.70 2.41  0.0480
P1 2.29 -0.68 1.76  0.0086
C1 1.94 -0.43 0.09  -0.1074
P2 2.47 0.26 -1.40  0.0132
S2 0.62 0.41 -2.27  0.0451
C2 3.62 -0.72 -2.35  0.0171
C3 4.61 -1.44 -1.69  0.0039
C4 5.54 -2.16 -2.42  -0.0003
C5 5.48 -2.15 -3.81  0.0009
C6 4.49 -1.43 -4.47  -0.0001
C7 3.56 -0.71 -3.74  0.0032
C8 3.20 1.88 -1.12  -0.0291
C9 4.52 2.13 -1.47  -0.0045
C10 5.08 3.37 -1.19  -0.0002
C11 4.32 4.35 -0.57  0.0009
C12 3.00 4.10 -0.23  0.0065
C13 2.43 2.87 -0.50  0.0326
C14 3.24 0.66 2.49  0.0184
C15 4.62 0.66 2.33  0.0005
C16 5.36 1.75 2.76  0.0002
C17 4.71 2.84 3.35  -0.0002
C18 3.33 2.83 3.50  0.0018
C19 2.59 1.75 3.07  -0.0077
C20 3.14 -2.22 2.08  0.0091
C21 3.16 -3.21 1.10  0.0162
C22 3.77 -4.42 1.38  0.0039
C23 4.35 -4.64 2.62  0.0002
C24 4.33 -3.65 3.59  0.0007
C25 3.72 -2.44 3.32  -0.0028
H1 4.65 -1.45 -0.60  0.0020
H2 6.31 -2.73 -1.91  0.0000
H3 6.21 -2.71 -4.38  0.0001
H4 4.45 -1.43 -5.55  0.0000
H5 2.78 -0.15 -4.25  0.0023
H6 5.12 1.37 -1.96  0.0001
H7 6.11 3.57 -1.47  -0.0001
H8 4.76 5.32 -0.36  0.0002
H9 2.40 4.87 0.24  0.0005
H10 1.40 2.69 -0.25  -0.0025
H11 5.13 -0.19 1.89  0.0000
H12 6.43 1.76 2.65  0.0000
H13 5.29 3.68 3.69  0.0001
H14 2.84 3.67 3.96  -0.0001
H15 1.51 1.74 3.18  -0.0079
H16 2.69 -3.03 0.14  0.0010
H17 3.79 -5.20 0.62  0.0001
H18 4.83 -5.59 2.83  0.0000
H19 4.78 -3.83 4.56  0.0000
H20 3.71 -1.66 4.08  -0.0006
C26 -3.58 0.88 -1.64  -0.0024
C27 -3.02 0.68 -0.25  -0.0042
C28 -4.08 0.41 0.80  -0.0016
O1 -2.10 -0.48 -0.27  0.0355
C29 -2.17 1.90 0.16  0.0366
O2 -2.68 2.98 0.26  0.0273
O3 -0.89 1.67 0.40  0.0477
H21 -4.20 0.04 -1.93  0.0003
H22 -2.78 1.02 -2.37  0.0004
H23 -4.20 1.78 -1.64  -0.0001
H24 -4.68 -0.45 0.52  0.0000
H25 -4.73 1.29 0.88  -0.0005
H26 -3.63 0.22 1.77  0.0015
H27 -2.41 -1.12 -0.92  -0.0049

=====

# 2
Entry from OMol25: C3H4KO2 as an isolated structure (ωB97M-V/def2-TZVPD).

As for the spin multiplicity: 2. The total energy is -23594.099 eV. The calculation puts the energy above the lowest of the compared OMol25 structures with the same formula, charge and spin at 0.0 kJ/mol.

Each line ends with the Mulliken spin population.
Element x y z (Å)
C1 -0.87 -1.06 0.01  -0.0219
C2 -2.08 -0.45 -0.07  0.0686
H1 -0.58 -1.55 0.94  -0.0059
H2 -0.51 -1.62 -0.86  -0.0060
H3 -2.63 -0.16 0.83  0.0006
H4 -2.56 -0.25 -1.03  0.0005
C3 1.52 0.70 0.03  0.6741
O1 2.62 0.12 0.08  0.1231
O2 1.28 1.92 0.01  0.1341
K1 3.80 2.36 0.06  0.0328

=====

# 3
Entry from OMol25: a 9-piece molecular cluster, C6H31NO8S overall (ωB97M-V/def2-TZVPD).

As for the spin multiplicity: 2. Its charge is -1. The total energy is -35427.027 eV. The calculation puts the energy above the lowest of the compared OMol25 structures with the same formula, charge and spin at 77.3 kJ/mol.

Each line ends with the Mulliken spin population.
Element x y z (Å)
C1 1.24 -1.01 -1.33  -0.0115
C2 1.44 0.46 -1.93  0.1526
C3 0.19 1.05 -2.59  0.6116
S1 0.40 1.16 -4.37  -0.0315
C4 0.14 -1.10 -0.28  0.0300
N1 0.31 -0.14 0.84  0.1567
C5 -0.61 -0.28 2.01  -0.0603
C6 -1.01 1.01 2.79  0.7440
H1 1.14 -1.60 -2.28  -0.0130
H2 2.15 -1.21 -0.71  0.0058
H3 2.13 0.28 -2.74  -0.0109
H4 1.83 1.09 -1.13  -0.0413
H5 -0.81 0.64 -2.15  -0.1159
H6 0.04 2.04 -1.93  -0.0233
H7 0.25 -0.14 -4.57  -0.0062
H8 -0.84 -0.82 -0.82  -0.0154
H9 0.03 -2.18 0.03  0.0282
H10 0.10 0.76 0.49  0.1239
H11 -0.09 -1.04 2.73  -0.0653
H12 -1.57 -0.72 1.68  -0.0036
H13 -0.18 1.64 3.11  -0.1071
H14 -1.64 0.98 3.71  0.0020
H15 -1.59 1.65 2.18  -0.1232
H16 -2.36 -1.40 0.20  0.0261
H17 -3.57 -2.25 -0.03  0.0055
O1 -2.63 -2.35 0.51  -0.0146
H18 3.99 1.14 1.99  -0.0116
H19 3.26 0.66 0.77  0.0146
O2 3.82 1.40 1.05  0.0149
H20 2.52 -0.96 3.30  0.0012
H21 2.02 -0.77 1.90  0.0052
O3 2.82 -0.80 2.37  -0.0462
H22 2.27 2.77 -0.44  0.0230
H23 2.60 3.17 1.06  0.0217
O4 2.04 3.41 0.31  -0.0922
H24 -2.57 1.47 -0.56  0.3644
H25 -3.78 0.69 -0.40  0.3980
O5 -2.81 0.59 -0.21  -0.2352
H26 -1.85 -3.15 -2.50  0.0152
H27 -1.48 -1.96 -1.55  0.0494
O6 -2.22 -2.34 -2.18  -0.0225
H28 -0.97 3.14 0.25  0.3634
H29 -2.21 3.93 -0.32  0.7364
O7 -1.78 3.01 -0.33  -1.8508
H30 0.58 -3.58 0.34  0.0009
H31 -0.70 -4.08 1.17  0.0008
O8 -0.04 -4.23 0.57  0.0061

=====

# 4
Entry from OMol25: the molecule C4H6O2 (ωB97M-V/def2-TZVPD).

As for the SMILES: CCOC=C=O. The total energy is -8336.484 eV. The calculation puts the energy above the lowest of the compared OMol25 structures with the same formula, charge and spin at 383.8 kJ/mol.

Each line ends with the Löwdin charge.
Element x y z (Å)
C1 -1.28 -0.42 0.44  -0.0918
C2 0.12 -0.23 1.03  -0.0675
O1 1.46 -0.68 0.01  -0.1249
C3 1.43 0.10 -1.09  -0.2024
C4 0.61 1.18 -1.03  -0.2111
O2 -0.26 1.81 -1.52  0.1059
H1 -1.81 0.52 0.22  0.0738
H2 -1.19 -0.97 -0.50  0.0893
H3 -1.91 -1.03 1.10  0.0833
H4 0.41 -1.03 1.69  0.0910
H5 0.24 0.76 1.53  0.1238
H6 2.17 -0.02 -1.89  0.1306

=====

# 5
Entry from OMol25: a 16-piece molecular cluster, H33O16 overall (ωB97M-V/def2-TZVPD).

Its charge is +1. The total energy is -33287.508 eV. The calculation puts the energy above the lowest of the compared OMol25 structures with the same formula, charge and spin at 478.8 kJ/mol.

Each line ends with the Löwdin charge.
Element x y z (Å)
O1 -5.27 -0.54 0.37  -0.0570
H1 -5.44 -0.18 -0.51  0.0684
H2 -6.14 -0.93 0.47  0.0596
O2 1.25 3.33 -2.36  -0.0288
H3 -2.78 -3.16 1.87  -0.0134
H4 1.11 2.48 -2.78  0.0404
O3 -2.40 -3.97 1.68  0.0086
H5 -2.89 -4.71 1.40  0.0362
H6 5.25 2.08 -1.54  0.0439
O4 0.83 1.06 2.18  -0.0490
H7 1.16 1.89 1.80  0.0703
H8 3.41 4.42 0.20  0.0579
O5 -2.97 -0.34 0.23  -0.0697
H9 2.48 -1.88 -0.75  0.0236
H10 -3.45 -0.11 1.04  0.0493
O6 -1.04 -1.29 -3.43  -0.0545
H11 -1.40 -1.67 -2.62  0.0305
H12 -1.07 0.17 -0.55  0.1249
O7 -3.87 1.31 -4.12  -0.0721
H13 -4.11 0.65 -4.78  0.0211
H14 -4.78 1.19 -3.74  0.0518
O8 0.45 2.75 4.49  -0.0302
H15 0.15 1.34 2.78  0.0028
H16 1.16 3.35 4.69  0.0538
O9 4.43 2.22 -2.01  -0.0338
H17 -3.18 -1.28 0.26  0.0434
O10 -0.13 0.09 -0.22  0.0982
H18 0.46 -2.76 0.85  0.0845
H19 -0.26 0.38 0.74  0.1002
O11 1.53 -1.83 -0.66  -0.0631
H20 1.23 -1.74 -1.56  0.0530
H21 -0.82 -2.24 1.55  0.0375
O12 -1.09 -0.64 2.81  -0.0622
H22 -1.16 -1.82 -4.23  0.0446
H23 0.02 -0.99 0.07  0.1058
O13 2.99 3.61 -0.16  -0.0840
H24 2.58 4.22 -0.81  0.0351
H25 -0.21 -0.70 3.29  0.0850
O14 -0.35 -2.22 0.70  -0.0463
H26 -1.63 -0.02 3.32  0.0697
H27 3.70 1.76 -1.71  -0.0398
O15 3.53 -1.00 -2.00  -0.0375
H28 4.48 -1.06 -1.96  0.0586
H29 3.26 -0.69 -2.89  0.0793
O16 2.39 -2.33 2.21  -0.0337
H30 3.30 -2.08 2.10  0.0445
H31 0.85 3.42 -1.50  0.0153
H32 0.59 1.91 4.89  0.0280
H33 2.23 -2.73 3.07  0.0494